Entry from the OMol25 dataset: one molecule with the formula C5H10N2O3 (wB97M-V/def2-TZVPD).

Last column: Löwdin charge in e.
Cartesian coordinates (Å):
C  2.5333  -0.8921  -0.3834  -0.0604
N  1.4611  0.0454  0.0289  -0.1783
C  0.4552  0.2775  -0.9490  -0.1181
C  -0.6084  0.1540  0.1972  -0.2584
C  -1.5172  1.4402  0.4051  -0.2693
O  -2.3953  1.6400  -0.5655  -0.0127
N  -1.5203  -1.0102  0.0283  -0.3383
O  -1.0372  -1.9203  -0.6084  0.0813
O  -2.6745  -0.9594  0.3989  0.0796
C  0.6151  -0.0920  1.2331  -0.0329
H  3.3260  -1.1187  0.2414  0.0504
H  2.1558  -1.8706  -0.7164  0.0871
H  3.0516  -0.5145  -1.2228  0.0670
H  0.3187  -0.5938  -1.6935  0.1429
H  0.2255  1.2978  -1.3508  0.1277
H  -0.7177  2.1920  0.3629  0.1325
H  -1.9384  1.2446  1.4588  0.1505
H  -3.1028  0.9685  -0.6744  0.1201
H  0.8401  0.7046  1.9155  0.0979
H  0.5293  -0.9930  1.8942  0.1315

Properties
Charge = 0
Calculated total energy = -14464.5208 eV
Kohn-Sham gap = 8.86 eV
Relative energy (zero: lowest compared OMol25 entry of this formula, charge and spin) = 639.8 kJ/mol

Entry from the OMol25 dataset: a 2-piece molecular cluster, BH3S3 overall (wB97M-V/def2-TZVPD).

Last column: Löwdin charge in e.
Cartesian coordinates (Å):
S  -1.5059  -1.6722  -0.5078  0.6720
B  -1.8569  -0.1170  -0.5153  -1.2235
S  -2.1522  1.6514  -0.3222  0.7478
H  -1.4257  1.4804  0.6969  -0.1975
S  2.4800  -0.3313  -0.3442  0.4894
H  1.6520  -1.1763  0.0550  -0.3319
H  2.8087  0.1651  0.9376  -0.1563

Properties
Charge = 0
Calculated total energy = -33231.1229 eV
Kohn-Sham gap = 9.86 eV
Relative energy (zero: lowest compared OMol25 entry of this formula, charge and spin) = 116.7 kJ/mol

Entry from the OMol25 dataset: C5H20F4Mn2N10O9P2 as an isolated structure (wB97M-V/def2-TZVPD).

Last column: Löwdin charge in e.
Cartesian coordinates (Å):
Mn  11.2996  -23.6111  34.2816  1.2484
Mn  7.3990  -27.3112  34.4649  1.2470
O  7.8784  -25.9702  33.0623  -0.3128
P  8.6018  -24.8243  32.4659  0.3221
O  9.5776  -24.0591  33.2605  -0.3039
F  7.4961  -23.7791  32.0162  -0.1118
F  9.3092  -25.2979  31.1643  -0.0574
O  8.9035  -26.5357  35.6070  -0.3300
P  9.9983  -25.8831  36.3801  0.2909
O  10.5444  -24.5487  35.9893  -0.3165
F  11.2259  -26.8678  36.3711  -0.0752
F  9.5689  -25.8066  37.8622  -0.0234
C  7.1616  -26.3934  28.5948  -0.6662
O  6.4583  -25.6727  29.3060  -0.0154
N  8.4595  -26.6431  28.8745  0.1729
N  6.6763  -27.0117  27.4918  0.1784
H  9.1577  -27.0738  28.2988  0.1128
H  8.7493  -26.1390  29.7013  0.0563
H  5.8048  -26.6639  27.1288  0.1215
H  7.1902  -27.7046  26.9799  0.1088
C  12.7628  -26.3745  33.3816  -0.5782
O  11.9976  -25.4443  33.7542  -0.1135
N  13.2520  -26.3531  32.1254  0.2047
N  13.2622  -27.3200  34.1768  0.2182
H  12.7661  -25.7586  31.4768  0.1238
H  13.9109  -27.0480  31.8198  0.1293
H  14.1173  -27.8025  33.9547  0.1373
H  12.9582  -27.4088  35.1325  0.1073
C  4.1567  -22.9083  31.3278  -0.6756
O  3.0233  -22.9790  30.8868  0.0476
N  5.1627  -23.7116  30.8856  0.1470
N  4.5046  -22.0863  32.3801  0.1422
H  6.0487  -23.7794  31.3846  0.0260
H  5.1088  -24.3531  30.1146  0.0617
H  5.1307  -22.4869  33.0551  0.0757
H  3.7063  -21.5505  32.6835  0.1091
C  7.9853  -19.9541  31.9694  -0.6814
O  8.2463  -18.8616  32.4238  0.0577
N  7.4185  -20.1431  30.7529  0.1627
N  8.1350  -21.1491  32.6548  0.1329
H  7.1800  -21.0167  30.3246  0.0919
H  7.2833  -19.2794  30.2529  0.1165
H  7.6618  -22.0053  32.4453  0.0262
H  8.5445  -21.1393  33.5719  0.0835
C  5.8322  -28.8239  31.8674  -0.5946
O  6.1928  -28.3338  32.9610  -0.0886
N  5.4579  -28.0541  30.8290  0.2170
N  5.8498  -30.1454  31.6167  0.2005
H  4.9688  -28.5384  30.0944  0.1221
H  5.5710  -27.0581  30.6929  0.0952
H  6.1857  -30.7756  32.3226  0.1259
H  5.5029  -30.4825  30.7374  0.1234

Properties
Charge = +2
Calculated total energy = -130927.6471 eV
Multiplicity = 11
Kohn-Sham gap (spin up / spin down) = 5.73 / 5.75 eV
Relative energy (zero: lowest compared OMol25 entry of this formula, charge and spin) = 142.8 kJ/mol

Entry from the OMol25 dataset: C3H10N4 as an isolated structure (wB97M-V/def2-TZVPD).

Last column: Löwdin charge in e.
Cartesian coordinates (Å):
C  -0.8180  1.4248  1.4249  -0.1538
C  1.3611  -1.6932  -0.4250  -0.0284
N  0.5526  0.6622  -0.4066  -0.2416
N  0.4776  0.9686  0.9726  -0.0750
C  0.1603  -0.7895  -0.2228  -0.4874
N  -0.2887  1.4282  -1.2417  0.0293
N  -1.0565  -1.0456  -0.6075  0.1273
H  0.4865  -0.2922  1.2241  0.1896
H  -1.1770  0.9408  -1.3814  0.0570
H  0.1890  1.5062  -2.1316  0.0760
H  -1.3792  -1.9752  -0.3535  0.0559
H  -1.5816  0.6452  1.2364  0.0675
H  -1.1115  2.3193  0.8780  0.0689
H  -0.7591  1.6256  2.4908  0.0730
H  1.1040  -2.7217  -0.1709  0.0765
H  1.6497  -1.6515  -1.4752  0.0883
H  2.1906  -1.3520  0.1893  0.0769

Properties
Charge = 0
Calculated total energy = -9228.8807 eV
Kohn-Sham gap = 8.40 eV
Relative energy (zero: lowest compared OMol25 entry of this formula, charge and spin) = 453.8 kJ/mol

Entry from the OMol25 dataset: C25H14F12N3O3ReS as an isolated structure (wB97M-V/def2-TZVPD).

Last column: Löwdin charge in e.
Cartesian coordinates (Å):
Re  -0.0395  -0.3342  0.0993  1.7509
C  2.0915  -4.0773  1.1220  -0.0089
C  2.8800  -4.2937  -0.0002  -0.0036
C  2.7406  -3.4257  -1.0657  0.0218
C  1.8466  -2.3609  -0.9847  -0.1734
N  1.1143  -2.1237  0.1310  -0.0317
C  1.2348  -2.9923  1.1461  -0.0643
C  1.6426  -1.4495  -2.1195  -0.2174
C  1.7935  -1.8560  -3.4416  0.0256
C  1.4509  -0.9751  -4.4556  -0.0121
C  1.0338  0.3015  -4.1176  -0.0064
C  0.9395  0.6397  -2.7734  -0.0867
N  1.2154  -0.2182  -1.8055  -0.0078
H  2.1581  -4.7322  1.9770  0.1231
H  3.5834  -5.1111  -0.0431  0.1272
H  3.3377  -3.5406  -1.9555  0.1240
H  0.6073  -2.8026  2.0058  0.1169
H  2.0982  -2.8624  -3.6755  0.1214
H  1.4815  -1.2972  -5.4862  0.1268
H  0.7440  1.0106  -4.8741  0.1249
H  0.6240  1.6252  -2.4671  0.1122
S  -1.4186  -0.7043  4.4248  1.1022
C  -2.6000  -1.4830  3.4450  -0.3534
C  -2.2672  -1.5082  2.1246  -0.1731
C  -1.0420  -0.8581  1.8497  -0.3297
C  -0.4541  -0.3907  3.0327  -0.5288
C  0.7563  0.3632  2.9364  -0.2805
C  1.4444  0.9406  4.0044  0.0072
C  2.5468  1.7266  3.7492  -0.0153
C  2.9390  1.9369  2.4292  -0.0240
C  2.2302  1.3233  1.4166  -0.1076
N  1.1763  0.5346  1.6501  -0.0483
H  -3.4978  -1.8587  3.8979  0.0783
H  -2.9050  -1.9206  1.3637  0.0993
H  1.0903  0.7808  5.0101  0.1180
H  3.0957  2.1748  4.5607  0.1225
H  3.7741  2.5756  2.1985  0.1172
H  2.5081  1.4571  0.3811  0.1163
F  -0.6872  2.7433  2.2850  0.1688
C  -1.8145  2.6846  1.5560  -0.5487
F  -2.5654  3.7202  1.8918  0.2124
F  -2.4392  1.5758  1.9464  0.1782
C  -1.4595  2.6440  0.0494  -0.2636
O  -0.8091  1.5235  -0.3065  -0.1981
C  -0.5205  3.8418  -0.2805  -0.5596
F  -0.2804  3.8814  -1.5903  0.1809
F  0.6727  3.6517  0.3045  0.1553
F  -0.9721  5.0250  0.1044  0.2036
C  -2.7625  2.7892  -0.8032  -0.5628
F  -3.1564  4.0565  -0.9037  0.1951
F  -3.7642  2.0899  -0.2934  0.2024
F  -2.5189  2.3357  -2.0292  0.1796
F  -3.5340  0.1527  -3.4363  0.1683
C  -2.8645  -0.9511  -3.1161  -0.5382
F  -3.6126  -2.0030  -3.4492  0.1708
F  -1.7608  -0.9863  -3.8889  0.1318
C  -2.4961  -0.9757  -1.5805  -0.5263
O  -3.3583  -0.8357  -0.7560  0.1278
O  -1.2511  -1.1779  -1.3944  -0.1410

Properties
Charge = +1
Calculated total energy = -82336.8049 eV
Multiplicity = 2
Kohn-Sham gap (spin up / spin down) = 6.05 / 6.54 eV
Relative energy (zero: lowest compared OMol25 entry of this formula, charge and spin) = 63.0 kJ/mol

Entry from the OMol25 dataset: one molecule with the formula C4H5N3O (wB97M-V/def2-TZVPD).

Last column: Löwdin charge in e.
Cartesian coordinates (Å):
H  -0.6988  3.1434  1.5383  0.0772
N  -0.9794  2.1848  1.0513  0.0553
C  0.0586  1.4880  1.5280  -0.2792
N  0.3642  0.1873  1.0491  0.0434
C  -0.0345  -0.3604  -0.1575  -0.3370
C  0.3247  -1.6053  -0.6262  -0.0079
C  -0.1807  -1.5843  -2.0117  -0.1165
N  -0.6943  -0.4017  -2.2369  0.0047
O  -0.5589  0.3618  -1.1724  0.0009
H  0.8081  1.9238  2.3467  0.1434
H  1.0459  -0.5682  1.5326  0.2136
H  0.8060  -2.3228  -0.0699  0.0651
H  -0.2610  -2.4463  -2.7716  0.1372

Properties
Charge = 0
Calculated total energy = -10743.5078 eV
Kohn-Sham gap = 9.08 eV
Relative energy (zero: lowest compared OMol25 entry of this formula, charge and spin) = 396.3 kJ/mol